[1]
# C15H18IN2O4RhS2

A molecular structure, C15H18IN2O4RhS2 (ωB97M-V/def2-TZVPD, the Open Molecules 2025 dataset).

**E**: -2197.5048 hartree
**Relative energy (zero: lowest compared OMol25 entry of this formula, charge and spin)**: 0.00 kJ/mol
**Orbital gap**: 7.6 eV
**HOMO**: -0.2972 Ha

Each line ends with the Mulliken charge.
Element x y z (Å)
1 Rh -1.0377 0.2597 0.2764  -0.268
2 I -0.4970 2.1017 1.9948  0.156
3 C 0.1449 0.6297 3.3379  0.824
4 C 0.4441 0.9593 4.6223  -0.647
5 C 0.9169 -0.0567 5.4833  -0.538
6 C 1.0919 -1.3223 5.0097  -0.876
7 C 0.7946 -1.6575 3.6643  0.702
8 C 1.0128 -2.9652 3.1700  -0.752
9 C 0.7333 -3.2591 1.8708  -1.073
10 C 0.1952 -2.2761 1.0082  0.137
11 C -0.0576 -1.0039 1.4390  0.648
12 C 0.2760 -0.6667 2.7894  0.218
13 H 0.3306 1.9720 4.9841  0.396
14 H 1.1439 0.1841 6.5132  0.379
15 H 1.4667 -2.1021 5.6615  0.369
16 H 1.4025 -3.7199 3.8421  0.379
17 H 0.9046 -4.2582 1.4901  0.388
18 H -0.0614 -2.5625 -0.0022  0.313
19 C 0.7510 4.0970 -2.1544  -1.140
20 C -0.5144 3.2827 -1.9525  -0.003
21 N -0.5611 2.0913 -2.7983  -0.126
22 C -0.0521 0.9042 -2.5014  0.478
23 S 0.8474 0.6589 -1.0199  -0.502
24 N -0.2186 -0.0838 -3.3718  -0.174
25 C 0.1447 -1.4856 -3.1480  0.215
26 C 1.5808 -1.7908 -3.5322  -1.172
27 H 0.7059 5.0061 -1.5538  0.367
28 H 0.8691 4.3860 -3.1996  0.344
29 H 1.6274 3.5264 -1.8489  0.301
30 H -1.4014 3.8635 -2.2014  0.456
31 H -0.6278 2.9648 -0.9194  -0.247
32 H -1.1726 2.1438 -3.5991  0.226
33 H -0.8148 0.1017 -4.1645  0.244
34 H -0.5525 -2.0738 -3.7440  0.425
35 H -0.0586 -1.7168 -2.1078  -0.371
36 H 1.7544 -1.6073 -4.5934  0.350
37 H 1.8011 -2.8391 -3.3272  0.360
38 H 2.2700 -1.1792 -2.9517  0.303
39 O -3.0374 -0.1018 0.9767  -0.560
40 S -3.2365 -0.1032 -0.5260  1.086
41 O -4.5170 -0.4910 -1.0028  -0.611
42 O -2.7134 1.2318 -0.9581  -0.512
43 O -2.0780 -1.0426 -0.9551  -0.496

Forces on the atoms, in the same order (eV/Å):
-0.625 0.412 0.045
0.115 0.035 0.266
-0.010 0.081 -0.094
0.040 -0.082 0.067
-0.031 0.075 -0.015
-0.007 -0.032 -0.025
0.030 -0.044 0.015
0.004 0.005 0.065
-0.035 0.040 -0.086
-0.038 -0.107 0.034
0.041 0.008 0.208
0.111 -0.059 0.007
-0.007 0.004 0.000
0.007 0.002 -0.001
0.005 0.001 -0.003
0.012 0.006 -0.003
-0.006 0.002 -0.003
-0.030 0.023 -0.056
0.010 0.004 0.008
-0.052 -0.032 -0.027
0.045 0.070 -0.074
0.014 -0.016 0.087
0.289 -0.129 -0.218
-0.067 0.003 0.066
-0.027 -0.002 -0.020
0.000 0.001 -0.010
0.008 -0.002 0.008
-0.010 0.003 0.003
-0.006 -0.008 -0.004
-0.005 0.002 -0.001
0.018 0.014 0.001
-0.017 -0.010 0.012
0.029 -0.003 -0.022
0.000 -0.008 0.011
0.035 -0.014 0.051
0.007 0.012 0.002
-0.004 0.002 -0.008
0.005 0.000 0.009
0.199 -0.032 -0.094
0.057 -0.278 -0.128
0.001 0.027 0.017
-0.057 0.004 -0.091
-0.046 0.023 -0.001


[2]
# C6H10IN

C6H10IN in the gas phase (ωB97M-V/def2-TZVPD, the Open Molecules 2025 dataset).

**E**: -586.8247 hartree
**Relative energy (zero: lowest compared OMol25 entry of this formula, charge and spin)**: 550.49 kJ/mol
**Orbital gap (alpha / beta)**: 6.3 / 9.0 eV
**HOMO (alpha / beta)**: -0.2648 / -0.3210 Ha

Each line ends with the Mulliken charge.
Element x y z (Å)
1 C 0.0437 -1.5219 0.2211  -0.898
2 C -0.4864 -0.4927 -0.8465  -0.513
3 C -0.7879 1.6923 0.8807  -0.616
4 C 0.0611 2.2469 -0.2211  0.109
5 C 1.6213 -1.7162 0.1023  -0.277
6 C -0.5346 0.9183 -0.3309  -0.113
7 N 2.1383 -0.7142 1.0192  -0.550
8 I 3.3819 0.6706 0.4120  0.166
9 H -0.2329 -1.1695 1.1745  0.385
10 H -0.4341 -2.4418 0.1033  0.518
11 H 0.1198 -0.4039 -1.6487  0.330
12 H -1.4138 -0.8961 -1.1174  0.393
13 H -0.5183 1.2108 1.8590  0.216
14 H -1.7110 2.1218 0.9475  0.269
15 H -0.3348 3.0022 -0.8782  0.280
16 H 1.1782 2.1043 0.1025  -0.321
17 H 1.7302 -2.7875 0.3317  0.291
18 H 1.7745 -1.7455 -1.0272  0.332

Forces on the atoms, in the same order (eV/Å):
1.575 1.553 -1.700
0.198 1.008 3.890
0.415 -2.302 0.854
3.210 -1.980 0.785
-2.325 0.112 -1.236
-1.019 -0.592 0.222
-0.283 -1.593 -0.152
0.686 0.186 -0.487
-0.073 0.419 1.310
-0.736 -1.669 -0.467
1.983 -0.517 -2.903
-1.729 -0.057 -0.658
0.604 1.024 -0.877
-2.615 1.106 0.310
0.429 0.611 0.154
-1.815 1.367 -1.317
0.826 0.478 0.992
0.668 0.845 1.281


[3]
# C12H30N2NaO4

A molecular structure, C12H30N2NaO4 (ωB97M-V/def2-TZVPD, the Open Molecules 2025 dataset).

**E**: -1047.6363 hartree
**Relative energy (zero: lowest compared OMol25 entry of this formula, charge and spin)**: 425.17 kJ/mol
**Orbital gap**: 7.6 eV
**HOMO**: -0.4168 Ha
**Net charge**: +1

Each line ends with the Mulliken charge.
Element x y z (Å)
1 Na 0.6943 -1.4964 1.1092  0.859
2 C -2.5544 -3.4377 0.2525  -0.845
3 O -1.3210 -3.8209 -0.3719  -0.218
4 C -1.2645 -3.6875 -1.8687  -0.729
5 C 0.1071 -3.5869 -2.3681  -0.530
6 N 0.8286 -2.4728 -1.8634  -0.071
7 C 2.3068 -2.7630 -1.8773  -0.987
8 C 2.8704 -3.9556 -0.9832  -0.663
9 O 2.0063 -4.0959 0.0778  -0.091
10 C 2.4767 -5.1337 0.8685  -0.901
11 H -2.5868 -3.8135 1.2752  0.275
12 H -3.3882 -3.9820 -0.1909  0.325
13 H -2.7806 -2.3738 0.1818  0.325
14 H -1.8405 -2.8621 -2.2870  0.377
15 H -1.7176 -4.6462 -2.1213  0.389
16 H 0.0911 -3.7354 -3.4478  0.388
17 H 0.5396 -4.5238 -2.0171  0.185
18 H 0.7550 -1.7282 -2.5417  0.279
19 H 2.8722 -1.8581 -1.6550  0.363
20 H 2.6629 -2.8718 -2.9018  0.412
21 H 3.8431 -3.7180 -0.5525  0.478
22 H 2.9736 -4.8969 -1.5229  0.433
23 H 2.7192 -6.0520 0.3337  0.318
24 H 1.8242 -5.3185 1.7218  0.251
25 H 3.3900 -4.7671 1.3370  0.365
26 C -3.4734 6.1372 0.0392  -0.757
27 O -2.8905 4.9106 0.3830  -0.302
28 C -2.2650 4.3018 -0.7790  -0.477
29 C -1.9896 2.8121 -0.3020  -0.912
30 N -1.0843 2.7183 0.8811  -0.418
31 C 0.1065 3.5220 0.7044  -0.182
32 C 1.0554 3.5103 1.8985  -0.965
33 O 1.7429 2.3366 2.1774  -0.232
34 C 2.7558 2.3988 3.1553  -0.850
35 H -3.5346 6.8462 0.8648  0.252
36 H -4.5322 5.9618 -0.1510  0.261
37 H -2.9552 6.5852 -0.8088  0.328
38 H -1.3483 4.8792 -0.8989  0.430
39 H -2.8920 4.0806 -1.6428  0.368
40 H -1.6726 2.1900 -1.1389  0.390
41 H -2.9179 2.3727 0.0630  0.429
42 H -1.7391 3.1588 1.5113  0.376
43 H -0.2484 4.5524 0.7266  0.279
44 H 0.7465 3.2814 -0.1446  0.305
45 H 0.4957 3.7650 2.7985  0.359
46 H 1.7907 4.3117 1.8257  0.399
47 H 3.3525 1.4883 3.2102  0.257
48 H 2.4048 2.4379 4.1864  0.335
49 H 3.5849 3.0391 2.8542  0.340

Forces on the atoms, in the same order (eV/Å):
-0.096 -0.395 -0.646
-0.131 -0.962 -0.863
0.400 1.396 -0.676
-2.173 -0.589 2.000
0.263 -2.489 0.351
2.239 0.501 0.564
0.989 -0.103 -0.170
-0.699 1.798 -1.374
-1.530 -0.070 0.479
0.670 -0.071 1.838
0.588 0.346 0.131
-0.189 0.079 -0.418
0.193 0.158 0.094
-0.538 0.184 0.597
-0.048 0.196 -0.904
0.020 0.475 -0.330
0.647 0.114 0.176
-0.239 0.400 0.075
-0.368 0.282 0.763
-0.166 -0.756 -0.323
0.454 0.296 -0.507
-0.143 -0.034 -0.300
-0.311 -0.031 -0.188
-0.422 -0.147 -0.403
0.556 -0.287 0.077
-1.027 0.394 0.149
0.462 -0.621 -0.855
-0.023 -2.273 2.433
0.658 0.786 0.165
-0.777 -1.055 -1.512
0.645 0.440 1.667
-0.242 1.026 1.401
0.428 -2.138 -0.552
0.785 -0.707 -0.179
0.733 -0.153 0.276
-0.118 0.047 -0.747
-0.187 0.200 -0.029
-0.119 -0.236 -1.026
-0.268 1.202 -0.195
0.367 0.112 -0.090
-0.279 0.241 -0.306
0.743 0.281 1.076
0.646 0.458 -0.633
-0.701 -0.114 -0.528
-0.458 0.184 0.209
0.058 0.321 -0.522
-0.583 -0.832 -0.627
-0.259 1.032 -0.023
-0.452 1.112 0.404


[4]
# C13H15CoF4N2S

A molecular structure, C13H15CoF4N2S (ωB97M-V/def2-TZVPD, the Open Molecules 2025 dataset).

**E**: -2793.9084 hartree
**Multiplicity**: 2
**Orbital gap (alpha / beta)**: 6.5 / 6.8 eV
**Expectation value of S²**: 1.17
**HOMO (alpha / beta)**: -0.3993 / -0.4234 Ha
**Net charge**: +1

Each line ends with the Löwdin spin population.
Element x y z (Å)
1 Co 0.4718 0.7150 -0.4916  0.844
2 C 2.7289 1.1314 -1.3712  0.008
3 C 2.8957 -0.3401 -0.9898  0.002
4 N 1.5936 -0.8662 -0.4647  -0.017
5 C 1.0567 -1.9613 -1.3215  0.000
6 C 0.6585 -1.4835 -2.7047  0.006
7 C 1.6802 -1.2955 0.9686  0.002
8 C 0.3581 -1.0471 1.6775  0.007
9 N -0.0492 0.3125 1.2974  0.016
10 C -1.3070 0.7011 1.4253  0.043
11 C -1.6697 1.6911 0.3563  0.019
12 F -0.5708 2.5255 -0.0344  0.023
13 C -2.9071 2.4283 0.5714  0.025
14 F -3.1353 3.4184 -0.2752  0.008
15 C -3.7989 2.0557 1.4982  -0.002
16 C -3.4683 1.0082 2.4067  0.038
17 F -4.3669 0.6869 3.3142  0.015
18 C -2.2697 0.3669 2.3966  -0.010
19 F -1.9807 -0.5769 3.2953  -0.006
20 H 3.6597 1.5664 -1.7323  -0.001
21 H 2.4411 1.7503 -0.5052  0.002
22 H 2.0064 1.2597 -2.1928  0.002
23 H 3.6676 -0.4550 -0.2314  0.000
24 H 3.1996 -0.9284 -1.8534  0.000
25 H 0.1951 -2.3834 -0.8042  0.000
26 H 1.8204 -2.7426 -1.3874  -0.001
27 H -0.0609 -0.6621 -2.6579  0.004
28 H 0.1634 -2.2948 -3.2363  0.001
29 H 1.5165 -1.1770 -3.3039  0.000
30 H 2.4542 -0.6942 1.4441  0.000
31 H 1.9816 -2.3435 1.0225  0.000
32 H 0.4843 -1.1417 2.7563  -0.001
33 H -0.4055 -1.7681 1.3704  0.001
34 H -4.7602 2.5429 1.5841  -0.001
35 S -2.6581 -0.4962 -1.2611  0.002
36 C -1.6251 0.4976 -0.5654  -0.030

Forces on the atoms, in the same order (eV/Å):
0.005 0.498 0.053
-0.044 -0.146 0.003
-0.049 0.035 -0.024
-0.025 -0.154 -0.092
0.039 -0.053 0.024
-0.011 0.003 -0.033
0.036 0.051 -0.023
0.139 0.061 0.136
-0.576 -0.791 -0.228
0.813 1.492 1.441
-0.529 -1.168 0.973
-0.088 -0.156 0.019
0.056 0.186 -0.140
-0.067 -0.025 -0.071
-0.060 0.052 -0.015
0.018 -0.045 -0.056
-0.007 -0.008 0.038
-0.138 -0.241 -0.168
0.011 0.022 0.076
0.000 -0.011 -0.004
0.028 -0.006 0.030
-0.010 -0.014 0.004
-0.008 0.009 0.015
0.006 0.015 -0.017
-0.043 0.058 -0.010
-0.031 -0.027 0.030
-0.009 -0.018 0.021
0.033 -0.015 -0.009
0.008 0.014 0.008
-0.021 0.028 0.011
0.004 -0.002 0.026
0.041 -0.044 -0.001
-0.012 0.026 -0.022
0.004 -0.002 -0.019
-0.128 0.059 0.638
0.616 0.317 -2.615


[5]
# C4H8OS

C4H8OS in the gas phase (ωB97M-V/def2-TZVPD, the Open Molecules 2025 dataset).

**E**: -630.5082 hartree
**Relative energy (zero: lowest compared OMol25 entry of this formula, charge and spin)**: 332.74 kJ/mol
**Orbital gap (alpha / beta)**: 7.7 / 8.1 eV
**HOMO (alpha / beta)**: -0.2642 / -0.2735 Ha

Each line ends with the Mulliken charge.
Element x y z (Å)
1 C 0.4094 0.8494 0.0531  -0.197
2 C 2.6591 0.4607 -0.4633  -0.222
3 C -1.6167 -0.6288 -0.0163  -1.095
4 C -0.7741 0.3512 0.8083  -0.341
5 O 1.5541 0.2795 0.2106  -0.166
6 S 4.1183 -0.2699 0.1722  -0.241
7 H 0.3006 1.6192 -0.7000  0.390
8 H 2.7640 1.3155 -1.1191  0.305
9 H -1.7921 -0.2292 -1.0125  0.320
10 H -2.5789 -0.8015 0.4611  0.320
11 H -1.1104 -1.5865 -0.1189  0.307
12 H -0.4304 -0.1347 1.7209  0.245
13 H -1.3940 1.2096 1.0749  0.269
14 H 3.9569 -1.4881 -0.3572  0.107

Forces on the atoms, in the same order (eV/Å):
-1.094 0.681 -0.005
1.512 0.132 -0.304
-0.003 -0.005 0.094
0.310 -0.091 -0.235
-0.141 -0.699 0.636
-0.389 0.186 -0.056
0.180 0.016 -0.161
-0.322 0.012 -0.019
-0.091 0.009 -0.097
-0.096 -0.057 0.015
0.054 -0.043 -0.049
-0.055 0.068 0.133
0.040 0.002 0.114
0.094 -0.210 -0.066


Q: Among the records above, which one has the highest E?
A: C6H10IN